(1)
Below is C31H43BrMgN4O3P2 as an isolated structure, with properties calculated with ωB97M-V/def2-TZVPD.

Structure (XYZ):
```
85
Properties=species:S:1:pos:R:3:forces:R:3:lowdin_charge:R:1
Mg 0.396 0.682 -1.097 0.060 0.113 0.042 0.53
C 1.560 4.810 1.687 0.022 0.050 -0.001 -0.11
C 1.243 4.004 0.428 -0.053 0.074 0.011 -0.55
C 2.550 3.472 -0.165 0.044 0.020 0.002 -0.14
P 0.089 2.566 0.579 0.225 0.004 0.225 1.06
C -1.629 3.160 0.870 -0.097 -0.001 -0.068 -0.54
C -1.845 4.357 1.790 -0.025 0.026 0.027 -0.11
C -2.463 1.952 1.307 -0.003 -0.011 0.019 -0.11
C 0.686 1.654 2.020 0.000 0.037 -0.059 -0.30
C 0.712 2.200 3.304 -0.046 0.090 0.013 -0.12
C 1.331 1.567 4.365 0.017 -0.025 -0.023 -0.11
C 1.984 0.362 4.108 -0.002 -0.012 0.016 -0.09
C 1.957 -0.219 2.860 -0.059 -0.039 0.046 -0.05
C 1.250 0.365 1.778 -0.068 -0.093 -0.151 -0.31
N 1.077 -0.251 0.573 0.118 0.016 0.356 -0.05
C 1.589 -1.561 0.424 -0.009 0.145 -0.113 -0.33
C 2.962 -1.732 0.204 0.041 0.007 0.004 -0.05
C 3.514 -2.979 -0.016 -0.052 0.016 0.014 -0.09
C 2.688 -4.097 -0.032 -0.004 0.049 -0.010 -0.09
C 1.329 -3.936 0.175 -0.023 -0.031 -0.034 -0.11
C 0.744 -2.685 0.408 -0.012 -0.161 0.014 -0.28
P -1.088 -2.477 0.603 0.062 0.187 -0.036 1.11
C -1.730 -3.911 -0.387 0.013 -0.113 0.015 -0.59
C -1.365 -3.774 -1.862 -0.022 0.008 -0.047 -0.12
C -3.250 -3.975 -0.230 -0.030 0.002 -0.012 -0.13
C -1.412 -3.106 2.327 -0.042 -0.002 0.018 -0.57
C -0.990 -4.535 2.647 0.016 -0.037 0.039 -0.12
C -0.832 -2.128 3.341 0.006 -0.008 0.056 -0.13
H 2.235 5.627 1.420 -0.014 0.016 0.008 0.08
H 2.069 4.193 2.427 0.016 -0.010 -0.019 0.07
H 0.680 5.247 2.156 0.019 -0.032 -0.003 0.05
H 0.760 4.659 -0.303 0.019 0.013 -0.010 0.05
H 3.024 2.778 0.535 -0.010 -0.016 -0.006 0.08
H 3.246 4.297 -0.338 0.005 -0.005 0.014 0.08
H 2.407 2.954 -1.114 -0.049 -0.009 -0.023 0.04
H -1.958 3.449 -0.136 0.010 0.008 0.009 0.10
H -1.533 4.145 2.813 -0.007 -0.010 -0.014 0.07
H -2.909 4.604 1.819 -0.007 -0.004 0.005 0.08
H -1.312 5.243 1.443 -0.024 -0.016 -0.015 0.06
H -2.217 1.670 2.332 0.006 0.007 0.007 0.08
H -2.287 1.074 0.680 -0.001 0.012 -0.023 0.06
H -3.527 2.195 1.263 -0.001 0.000 0.011 0.08
H 0.242 3.161 3.474 0.018 -0.029 0.002 0.08
H 1.332 2.007 5.352 0.002 0.001 0.005 0.09
H 2.515 -0.142 4.908 0.002 -0.005 -0.001 0.10
H 2.451 -1.169 2.710 0.005 -0.007 0.006 0.10
H 3.585 -0.844 0.213 0.003 -0.003 -0.004 0.12
H 4.581 -3.079 -0.176 0.003 -0.009 -0.009 0.10
H 3.096 -5.084 -0.210 0.007 -0.006 0.007 0.10
H 0.699 -4.816 0.138 0.006 -0.003 0.010 0.09
H -1.318 -4.850 -0.003 0.008 0.032 -0.049 0.08
H -1.806 -2.878 -2.298 -0.036 -0.011 0.000 0.05
H -1.730 -4.640 -2.421 -0.004 0.007 -0.019 0.08
H -0.286 -3.711 -2.015 0.035 -0.070 0.054 0.05
H -3.709 -3.040 -0.560 -0.002 0.007 0.001 0.08
H -3.557 -4.155 0.802 0.015 -0.004 -0.012 0.06
H -3.659 -4.782 -0.842 -0.001 0.003 -0.007 0.08
H -2.505 -3.042 2.386 0.027 -0.005 0.064 0.09
H 0.068 -4.698 2.432 0.004 0.040 0.022 0.07
H -1.567 -5.274 2.090 0.016 0.006 -0.005 0.06
H -1.137 -4.739 3.711 -0.031 -0.011 -0.003 0.08
H 0.256 -2.175 3.340 0.060 -0.004 0.003 0.06
H -1.172 -2.378 4.350 -0.005 0.013 0.001 0.08
H -1.113 -1.095 3.128 -0.004 0.013 -0.021 0.07
Br 0.558 4.570 -3.153 0.017 -0.016 0.063 0.81
C -0.849 3.358 -3.548 0.055 0.031 0.034 -0.72
C -1.894 3.817 -4.331 0.026 -0.006 0.004 -0.11
C -2.867 2.902 -4.693 -0.045 -0.006 -0.027 -0.04
C -2.732 1.584 -4.295 0.018 0.028 -0.038 0.01
C -1.659 1.246 -3.490 0.064 0.016 -0.015 -0.17
N -0.733 2.129 -3.085 -0.159 -0.105 -0.004 0.09
C -1.423 -0.196 -3.087 -0.109 0.008 0.047 -0.60
O -1.621 -1.056 -3.932 -0.115 -0.060 -0.019 0.06
O -0.999 -0.375 -1.891 0.088 -0.075 -0.406 -0.13
H -1.927 4.847 -4.652 0.003 0.004 0.007 0.10
H -3.704 3.214 -5.304 0.000 -0.003 0.005 0.11
H -3.423 0.812 -4.601 0.005 -0.011 0.001 0.12
N 3.243 -0.487 -3.953 -0.019 0.027 -0.032 0.19
C 2.168 -0.561 -3.134 -0.117 -0.130 0.203 -0.60
N 1.438 -1.689 -3.147 0.026 -0.004 -0.158 0.23
O 1.896 0.401 -2.388 0.058 0.069 -0.081 -0.04
H 3.608 -1.301 -4.412 0.007 -0.011 0.017 0.11
H 3.843 0.308 -3.832 0.022 -0.009 0.004 0.11
H 1.534 -2.342 -3.906 0.006 -0.008 0.022 0.12
H 0.537 -1.679 -2.680 0.000 0.042 0.022 0.07
```
Forces are in eV/Å.

Energy relative to the best compared isomer or geometry (same formula, charge and spin): 10.4 kcal per mole
E_HOMO: -6.63 eV

=====

(2)
Below is a 2-piece molecular cluster, C3H5NO2 overall, with properties calculated with ωB97M-V/def2-TZVPD.

Structure (XYZ):
```
11
Properties=species:S:1:pos:R:3:forces:R:3:lowdin_charge:R:1
O 2.610 -0.054 -0.374 -0.780 0.147 0.057 0.12
C 1.429 0.082 -0.198 0.281 -0.220 0.179 -0.54
N 0.618 -0.651 0.676 0.173 -0.142 0.008 0.08
C -0.721 -0.379 0.482 -0.494 -1.113 -2.152 -0.15
C -0.686 0.944 -0.225 -0.344 0.030 -0.018 -0.16
O 0.638 1.001 -0.806 0.039 -0.161 0.090 0.04
H 0.991 -1.452 1.160 0.000 0.098 -0.062 0.16
H -1.317 -1.356 -0.672 1.249 1.050 0.155 0.16
H -1.550 -1.101 0.479 -0.337 0.345 1.716 0.03
H -0.781 1.787 0.469 0.068 -0.134 -0.031 0.13
H -1.433 1.021 -1.012 0.145 0.098 0.058 0.12
```
Forces are in eV/Å.

Energy relative to the best compared isomer or geometry (same formula, charge and spin): 81.6 kcal per mole
E_HOMO: -8.83 eV

=====

(3)
Below is a 2-piece molecular cluster, C4H13N overall, with properties calculated with ωB97M-V/def2-TZVPD.

Structure (XYZ):
```
18
Properties=species:S:1:pos:R:3:forces:R:3:lowdin_charge:R:1
C 4.191 -1.448 0.767 -0.633 -0.110 -0.463 -0.10
C 3.406 -2.738 0.971 0.156 -1.025 0.118 -0.35
N 2.875 -3.302 -0.292 0.583 -0.208 0.042 -0.04
H 5.152 -1.499 1.261 0.183 0.113 0.030 0.06
H 3.649 -0.573 1.119 0.026 0.060 0.003 0.06
H 4.332 -1.333 -0.314 0.207 0.185 0.183 0.07
H 2.546 -2.667 1.623 -0.192 0.533 0.285 0.09
H 4.061 -3.462 1.481 0.015 0.042 -0.117 0.09
H 2.575 -4.254 -0.098 -0.359 0.135 0.065 0.06
H 3.665 -3.470 -0.910 0.014 0.276 -0.146 0.05
C -4.907 2.488 -0.441 -1.114 0.069 0.275 -0.19
C -4.213 3.705 -0.958 1.245 0.212 0.023 -0.19
H -5.660 2.744 0.309 0.052 0.009 0.044 0.06
H -5.446 2.035 -1.260 -0.157 -0.559 -0.146 0.06
H -4.234 1.780 0.023 0.233 -0.238 -0.102 0.06
H -4.872 4.490 -1.318 -0.147 0.004 0.109 0.06
H -3.564 3.412 -1.790 0.006 0.192 0.008 0.06
H -3.555 4.094 -0.174 -0.117 0.309 -0.211 0.06
```
Forces are in eV/Å.

Energy relative to the best compared isomer or geometry (same formula, charge and spin): 3.4 kcal per mole
E_HOMO: -9.42 eV
SMILES string: CCN.CC

=====

Number 1: calculated total energy -5108.8554 a.u.. Number 2: calculated total energy -322.4442 a.u.. Number 3: calculated total energy -214.9278 a.u..